22
Properties=species:S:1:pos:R:3:forces:R:3 method="wB97M-V/def2-TZVPD" charge=+1 e_above_lowest_kj_mol=265.4
C 3.873537 0.501986 -0.246752 -0.4 1.0 0.2
C 3.213493 -0.689300 -0.410616 -0.2 -2.3 0.7
C 3.206287 1.664399 0.091187 -1.7 -1.0 -0.5
C 1.873783 -0.745931 -0.276229 -3.8 1.0 0.7
C 1.775817 1.629230 0.246235 3.5 -1.1 -0.8
C 1.156907 0.447390 0.024537 0.0 -1.8 -0.5
C -0.327408 0.377893 -0.028889 0.3 2.1 0.3
C -1.066147 -0.673153 0.049251 -1.9 0.8 0.3
C -4.347795 0.045237 -0.337979 -0.2 0.1 -0.8
N -2.620891 1.671961 -0.062115 -2.1 -3.5 -0.7
N -2.967045 0.441678 -0.149365 3.6 1.8 0.2
O -1.068219 -1.939457 0.197545 -1.8 -0.5 0.9
S -1.060648 2.028615 -0.067698 0.6 -0.6 0.0
H 4.916326 0.566170 -0.391981 1.0 -0.1 -0.1
H 3.647038 -1.679600 -0.446062 0.9 0.3 -0.6
H 3.804955 2.534891 0.055599 0.0 1.1 0.5
H 1.103493 -1.568155 -0.300796 2.2 0.0 -0.4
H 1.178155 2.433918 0.433719 -0.8 2.5 0.7
H -4.663902 -0.313756 0.625826 -0.3 -0.8 0.2
H -4.935729 0.975408 -0.480198 0.2 -0.7 -0.6
H -4.382065 -0.754990 -1.183568 -0.2 1.6 1.6
H -1.568658 -2.214889 1.034660 1.0 0.3 -1.2

***

14
Properties=species:S:1:pos:R:3:forces:R:3 method="wB97M-V/def2-TZVPD" e_above_lowest_kj_mol=448.4
C 2.000486 0.052580 -0.888114 0.1 0.0 -0.1
C 0.961460 0.087528 0.216610 0.2 -0.2 0.1
C -1.111769 0.783702 -0.509262 -0.2 -0.1 -0.2
O -1.821459 0.733309 0.663565 -0.2 0.1 0.0
C -2.404195 -0.435903 1.077914 0.0 -0.5 -0.1
O -2.184652 -1.522846 0.632539 -0.1 0.5 0.2
H 2.286831 1.069077 -1.177769 0.0 -0.2 0.0
H 2.901109 -0.477696 -0.565184 -0.1 0.0 0.0
H 1.614182 -0.451031 -1.781580 0.0 0.1 0.2
H 1.295925 0.560508 1.144029 0.0 0.0 -0.1
H 0.527194 -0.888212 0.445044 0.0 0.3 -0.1
H 0.203886 0.912924 -0.166637 0.1 -0.1 0.1
H -1.145038 -0.223538 -0.964809 -0.1 0.1 0.0
H -3.123960 -0.200402 1.873655 0.1 -0.1 0.0

***

51
Properties=species:S:1:pos:R:3:forces:R:3 method="wB97M-V/def2-TZVPD" charge=+2 e_above_lowest_kj_mol=14.6
Au 0.242575 -1.328320 0.085011 0.1 0.1 0.2
N 0.046924 -0.478859 2.057539 -0.1 0.1 0.1
C 1.319298 0.089213 2.468979 0.0 -0.1 -0.1
C 1.523884 0.628654 3.705067 0.0 0.0 0.0
C 2.776236 1.189609 4.030067 0.0 0.0 0.0
C 3.784615 1.204844 3.110421 0.0 0.0 0.0
C 3.593198 0.644921 1.824965 0.0 0.0 0.0
C 4.599313 0.619795 0.835188 0.0 0.0 0.0
C 4.335906 0.049957 -0.377973 0.0 0.0 0.0
C 3.076887 -0.511255 -0.616395 0.0 0.0 -0.1
N 2.115386 -0.515952 0.289547 0.1 0.0 0.1
C 2.347153 0.071578 1.513189 0.0 -0.1 0.0
H -0.346164 -1.047129 2.800025 0.0 0.0 0.0
H -0.614675 0.277079 1.834852 0.0 0.0 0.0
H 0.725574 0.635394 4.437349 0.0 0.0 0.0
H 2.926415 1.610170 5.014285 0.0 0.0 0.0
H 4.746702 1.636843 3.352816 0.0 0.0 0.0
H 5.569792 1.049623 1.049673 0.0 0.0 0.0
H 5.077065 0.008424 -1.162542 0.0 0.0 0.0
H 2.865251 -0.957740 -1.577118 0.0 0.0 0.0
C -2.016563 -2.770160 2.145111 0.0 0.0 0.0
C -2.458733 -2.574484 0.727215 0.0 0.0 0.1
C -3.801567 -2.861114 0.417565 0.0 0.1 0.0
C -4.274062 -2.711913 -0.852925 0.0 0.0 0.0
C -3.381132 -2.362261 -1.885571 0.0 0.0 0.0
C -3.763108 -2.290153 -3.245339 0.0 0.0 0.0
C -2.825965 -2.046168 -4.208295 0.0 0.0 0.0
C -1.469984 -1.887403 -3.859364 0.0 0.0 0.0
C -1.087313 -1.931867 -2.545288 0.1 0.0 0.1
S 0.604794 -1.900509 -2.060572 0.0 -0.1 -0.3
C -2.041956 -2.131342 -1.536642 0.1 0.0 -0.1
N -1.619747 -2.151789 -0.215201 -0.2 -0.1 -0.1
H -2.601278 -3.570433 2.592295 0.0 0.0 0.0
H -2.225898 -1.876358 2.737728 0.0 0.0 0.0
H -0.965884 -3.051500 2.212470 0.0 0.0 0.0
H -4.448414 -3.188256 1.218676 0.0 0.0 0.0
H -5.315215 -2.899917 -1.083577 0.0 0.0 0.0
H -4.802428 -2.445295 -3.502455 0.0 0.0 0.0
H -3.111056 -1.995730 -5.249714 0.0 0.0 0.0
H -0.730549 -1.750653 -4.638030 0.0 0.0 0.0
S -1.418843 1.309043 -0.321245 0.0 0.1 0.0
C -0.474518 2.654826 -0.630908 0.0 0.0 0.0
N -0.830786 3.669827 -1.400727 0.0 0.0 0.0
C 0.012580 4.864083 -1.375418 0.0 0.0 0.0
C 1.407821 4.362492 -1.020584 0.0 0.0 0.0
S 1.115371 2.909432 0.039323 0.0 0.0 0.0
H -1.764323 3.683329 -1.787016 0.0 0.0 0.0
H -0.364776 5.558185 -0.621604 0.0 0.0 0.0
H -0.000518 5.354057 -2.346459 0.0 0.0 0.0
H 1.981022 5.107169 -0.475721 0.0 0.0 0.0
H 1.961701 4.048006 -1.902694 0.0 0.0 0.0

***

This record from the OMol25 dataset describes a structure of composition C29H51BN9O5P. The level of theory is wB97M-V/def2-TZVPD.

Structure (XYZ):
```
96
Properties=species:S:1:pos:R:3:forces:R:3
C 4.100841 1.841939 -1.073631 -0.1 -0.7 1.5
C 3.460102 0.457687 -0.511372 0.8 0.5 0.5
B 1.936093 0.644014 0.015415 0.0 1.4 -1.1
O 1.514070 2.030965 0.208797 -0.1 -1.7 -1.0
C 0.855061 -0.532876 0.305006 1.5 1.0 1.8
C 1.764888 -1.725146 0.893565 0.0 -0.6 -0.3
C 1.041846 -2.674605 1.977276 1.9 -1.9 -0.2
C 1.598443 -2.413843 3.478815 -0.8 0.3 -0.1
C 1.511967 -4.192124 1.619140 0.1 0.0 -0.6
C 0.163681 0.018503 1.673953 -0.4 -0.7 0.3
O 0.682404 0.566415 2.640006 -1.0 -1.5 -2.3
N -1.260701 -0.322171 1.571987 1.1 0.2 -1.2
C -1.530040 -0.236677 0.088320 -1.6 2.1 0.9
C -1.867166 1.325245 -0.069127 -0.7 0.6 -0.3
P -3.248628 -1.030427 -0.011827 -1.5 -1.6 -0.2
O -4.189346 -0.513686 1.339898 1.6 0.1 -1.1
O -4.023022 -0.273983 -1.342986 0.5 -0.2 1.7
C -0.299379 -0.863809 -0.790937 -0.9 0.7 1.9
C -0.507961 -2.443657 -0.954827 -0.2 0.2 -0.4
C -1.441231 -2.884653 -2.160993 0.7 -1.8 0.5
O -1.408136 -4.064472 -2.545964 -0.3 3.1 0.6
C -0.372241 -0.030544 -2.151957 -0.5 0.0 -0.9
N 0.333738 -0.572364 -3.327384 0.0 -0.2 0.7
C 1.703955 -1.048717 -3.085500 0.8 0.0 -1.4
H 3.512451 2.297606 -1.923634 1.0 -0.7 1.0
H 4.089211 2.550780 -0.167478 -0.1 -0.8 -1.5
H 5.197693 1.657089 -1.303706 -1.4 0.4 -0.2
H 3.618557 -0.420242 -1.211294 -0.2 1.0 0.9
H 4.084369 0.220865 0.431371 -0.9 0.2 -1.2
H 1.313097 2.386946 -0.683016 0.4 0.0 0.7
H 2.173909 -2.313718 -0.011970 -0.8 0.9 1.6
H 2.708609 -1.335793 1.423835 -1.5 -0.2 -0.9
H -0.087685 -2.691980 1.920901 1.4 0.4 0.1
H 2.150647 -3.324717 3.887129 -0.9 1.2 -0.6
H 0.707067 -2.197380 4.151720 1.4 -0.2 -0.6
H 2.321084 -1.533523 3.520396 -1.1 -1.0 -0.1
H 1.651898 -4.336839 0.490277 -0.5 0.2 1.7
H 0.772401 -4.976095 1.980856 1.0 1.0 -0.2
H 2.541744 -4.402990 2.078513 -1.5 0.3 -0.5
H -1.597391 -1.169519 2.044859 0.6 0.4 0.0
H -2.753604 1.529675 0.636193 1.4 -0.4 -0.9
H -2.261541 1.613962 -1.109534 0.8 -0.5 1.5
H -1.041905 2.032250 0.259011 -0.7 -1.0 -0.5
H -3.792045 -0.914359 2.150073 -0.5 0.4 -0.6
H -4.949396 -0.594358 -1.415194 0.9 0.1 0.2
H 0.473062 -3.022123 -1.099982 -1.5 0.9 0.3
H -1.036209 -2.809707 -0.001169 0.9 0.3 -1.5
H -2.164887 -2.116911 -2.617737 0.8 -0.9 0.5
H -1.487706 0.005511 -2.438644 1.6 0.0 0.4
H -0.066761 1.070552 -2.063059 -0.3 -1.5 0.5
H -0.233801 -1.188543 -3.912983 0.4 0.2 0.6
H 2.395000 -0.135634 -2.987629 -0.9 -1.4 0.2
H 1.836895 -1.806810 -2.254592 -0.2 1.2 -0.8
H 2.055105 -1.571703 -4.049044 -0.5 0.7 1.4
C 4.318254 5.777201 -1.837245 -0.1 -0.6 -0.5
C 4.098835 4.686889 -2.833135 -0.3 -1.8 -1.9
N 3.926470 3.828393 -3.624820 0.5 2.9 2.4
H 3.398092 6.348636 -1.704056 0.0 -0.1 -0.1
H 4.614153 5.349085 -0.878494 0.0 0.0 -0.1
H 5.105466 6.446052 -2.187363 -0.1 -0.1 0.0
C 4.616600 -5.627617 -0.910946 -0.5 0.6 -0.2
C 3.606475 -4.581249 -1.243600 -0.4 0.5 -0.3
N 2.819263 -3.767152 -1.502624 1.4 -1.5 0.2
H 5.621646 -5.240640 -1.083266 -0.1 0.0 0.0
H 4.520136 -5.915789 0.136766 -0.1 0.1 -0.1
H 4.460531 -6.506108 -1.538127 0.0 0.1 0.0
C -4.065816 -4.280209 -4.283782 -0.9 0.2 -0.1
C -5.535900 -4.052981 -4.422112 -0.7 0.1 -0.1
N -6.679539 -3.875386 -4.529728 1.8 -0.2 0.2
H -3.874404 -5.318371 -4.011500 0.0 0.1 0.0
H -3.565976 -4.062083 -5.228294 -0.1 0.0 0.1
H -3.661089 -3.630260 -3.509116 -0.1 -0.1 -0.1
C 0.992026 5.810391 -4.619826 -0.1 0.5 0.5
C 0.866822 6.890200 -3.596348 -0.1 0.5 0.5
N 0.769282 7.730020 -2.798330 0.2 -1.3 -1.2
H 1.763174 5.100478 -4.317048 0.0 0.1 0.0
H 0.042987 5.282604 -4.721992 0.1 0.1 0.1
H 1.264463 6.241471 -5.583912 0.0 0.0 0.1
C -0.763335 -0.535643 7.208916 0.1 -0.8 -0.2
C -0.658735 -1.936688 6.695284 0.0 -0.6 -0.2
N -0.572567 -3.025854 6.299157 -0.1 1.7 0.6
H -1.766694 -0.354882 7.595560 0.1 -0.1 -0.1
H -0.039284 -0.380279 8.010062 0.0 -0.1 -0.1
H -0.560522 0.171402 6.403504 0.0 -0.1 0.0
C -3.762931 1.877032 3.928870 0.8 -4.4 3.1
C -3.538513 0.535361 4.596192 0.0 -1.0 1.1
N -3.366956 -0.505314 5.094162 -0.2 1.5 -1.0
H -4.820457 2.007050 3.720892 0.1 -0.7 0.3
H -3.423314 2.672653 4.590720 0.1 -0.3 0.0
H -3.204179 1.909172 3.012477 0.6 -1.9 1.0
C -4.342805 5.681938 1.480349 0.1 -0.7 0.4
C -4.115634 4.346418 2.108346 0.2 -0.7 0.3
N -3.937559 3.300380 2.601206 -1.6 8.4 -5.5
H -5.405518 5.820057 1.277147 0.1 -0.1 0.0
H -4.003016 6.470681 2.152777 0.0 -0.1 0.0
H -3.789013 5.749663 0.543103 0.0 -0.1 0.1
```
Forces are in eV/Å.

***

41
Properties=species:S:1:pos:R:3:forces:R:3 method="wB97M-V/def2-TZVPD" e_above_lowest_kj_mol=1282.3
C -1.681222 0.641108 -0.827311 4.5 -4.4 1.1
C -0.850803 1.850120 -0.636053 2.8 1.2 2.9
C -1.671994 -0.153420 0.495824 1.0 -2.8 2.6
C -3.070335 -0.787529 0.962018 0.4 1.2 -0.7
C -4.207556 0.488909 0.796688 0.1 0.9 0.0
C -3.219533 -2.030050 0.009730 0.7 3.9 -1.6
C 1.246295 0.472659 -0.008623 -0.7 0.2 -1.0
C 1.464137 -0.237268 1.316123 -3.6 2.2 1.3
C 2.707834 0.687405 -0.459521 0.3 1.3 0.2
C 3.248996 1.730800 0.666664 1.5 -3.3 0.0
C 3.692510 -0.544426 -0.696452 1.2 1.6 4.3
C 3.020129 -1.755470 -1.159634 -1.3 -4.1 -0.2
H -2.366526 -0.260739 -2.845048 4.2 -0.7 3.6
H -0.943141 -1.718968 -1.397997 -1.6 4.8 -1.9
H -2.417546 1.170699 -1.190337 -5.2 1.5 -1.1
H -1.084648 -1.236563 0.294622 -0.8 3.2 0.2
H -0.975309 0.223515 1.422121 -2.5 -0.2 -2.4
H -2.844906 -1.222891 1.966201 -0.9 1.1 -0.2
H -4.083855 1.078942 1.815138 -0.6 -1.1 -2.2
H -3.924548 1.296912 -0.111392 -0.4 -2.4 2.6
H -5.364382 0.293033 0.532283 2.8 -0.2 1.1
H -3.467701 -1.278737 -0.913221 0.8 -3.0 1.0
H -2.137963 -2.497425 0.007540 -2.8 0.2 -0.4
H -4.069110 -2.656901 0.187955 -0.2 -0.5 0.2
H 0.805222 2.710694 -0.045215 0.5 -1.2 0.3
H 0.572315 -0.115597 -0.695138 1.4 -0.1 0.7
H 2.622295 1.180817 -1.417106 0.1 0.6 -0.3
H 2.399153 2.419893 1.110602 2.5 -0.9 -1.3
H 3.582078 0.924376 1.636105 -0.6 2.8 -2.8
H 4.205361 2.028077 0.019202 -1.9 0.6 2.5
H 4.150011 -0.709973 0.372898 -1.5 -0.4 -1.1
H 4.740089 -0.338669 -0.992221 -1.0 0.7 -1.6
H 2.259564 -2.087335 -0.230217 1.1 1.1 -3.7
H 2.787510 -1.870348 -2.325574 -0.4 0.8 2.7
H 3.648049 -2.668237 -1.040280 0.4 0.7 -0.1
H 0.623619 1.409967 2.119311 0.7 -2.4 0.4
N -1.271637 -0.275713 -1.935355 -2.0 -2.8 -2.6
N 0.429354 1.750329 0.076606 -0.7 0.3 -1.6
O -1.352446 2.956239 -0.697252 0.4 -0.6 -0.7
O 1.878711 -1.341786 1.369884 0.3 -0.4 1.7
O 0.921923 0.473549 2.446425 0.9 0.5 -1.9

***

Gap between HOMO and LUMO, record by record: 8.0 9.1 6.6 8.5 8.8 eV
HOMO energy, record by record: -12.74 -8.64 -13.76 -8.37 -9.19 eV
Energy, record by record: -930.87129 -307.54165 -2399.76875 -2370.57991 -806.44250 a.u.